(1)
8 unconnected molecules or ions with the total composition C30H45N2O21S3, computed with ωB97M-V/def2-TZVPD.

Kohn-Sham gap   0.266 Ha
Multiplicity   1
Net charge   +1
M   865.9 g/mol
E   -110316.5241 eV
HOMO energy   -11.19 eV

Structure (XYZ):
```
101
C30H45N2O21S3 | OMol25 | ωB97M-V/def2-TZVPD
C -3.33 -1.24 -2.09
C -2.15 -0.84 -1.19
S -2.33 -1.32 0.55
C -1.48 -2.91 0.63
C -0.02 -2.87 1.11
C 0.09 -2.67 2.62
C 1.53 -2.40 3.15
S 2.31 -3.89 3.82
C 2.46 -1.64 2.21
N 2.16 -1.83 0.76
N 2.75 -3.07 0.27
C 3.02 -3.05 -0.94
S 3.35 -2.99 -2.44
C 0.72 -1.73 0.46
H -4.03 -1.89 -1.56
H -3.88 -0.37 -2.41
H -2.98 -1.79 -2.95
H -1.25 -1.30 -1.60
H -2.00 0.23 -1.20
H -2.06 -3.62 1.22
H -1.46 -3.31 -0.38
H 0.41 -3.84 0.84
H -0.29 -3.53 3.17
H -0.54 -1.82 2.88
H 1.40 -1.75 4.02
H 2.38 -4.61 2.69
H 3.47 -2.01 2.34
H 2.49 -0.57 2.39
H 2.62 -1.07 0.24
H 0.40 -0.80 0.93
H 0.56 -1.61 -0.61
C 0.11 2.96 -2.23
C 1.32 3.76 -1.83
O 2.00 2.85 -0.93
C 1.61 1.61 -1.24
O 2.11 0.61 -0.80
O 0.58 1.60 -2.11
H -0.22 3.16 -3.25
H -0.73 3.11 -1.55
H 1.98 3.98 -2.66
H 1.06 4.68 -1.32
C 3.03 1.81 5.48
C 2.94 1.48 6.96
O 1.69 0.78 7.03
C 1.41 0.27 5.83
O 0.53 -0.51 5.61
O 2.26 0.73 4.89
H 4.04 1.80 5.09
H 2.55 2.75 5.23
H 3.73 0.81 7.29
H 2.92 2.36 7.59
C -2.92 -1.34 5.42
C -3.75 -1.59 4.18
O -5.08 -1.66 4.70
C -5.11 -0.98 5.87
O -6.10 -0.71 6.47
O -3.85 -0.65 6.26
H -2.05 -0.72 5.24
H -2.62 -2.26 5.91
H -3.70 -0.77 3.46
H -3.50 -2.52 3.67
C 2.62 -8.18 4.05
C 3.12 -7.13 5.03
O 4.16 -7.83 5.72
C 4.61 -8.83 4.91
O 5.57 -9.48 5.12
O 3.79 -8.97 3.84
H 2.27 -7.76 3.11
H 1.84 -8.80 4.48
H 3.55 -6.26 4.54
H 2.36 -6.80 5.73
C -1.06 8.69 -2.43
C 0.07 7.89 -3.04
O -0.09 6.61 -2.41
C -1.38 6.50 -2.02
O -1.88 5.49 -1.61
O -2.02 7.67 -2.14
H -1.47 9.43 -3.11
H -0.77 9.18 -1.50
H -0.04 7.78 -4.12
H 1.06 8.30 -2.83
C 2.34 7.85 -7.44
C 1.47 7.81 -8.68
O 0.15 7.88 -8.14
C 0.22 8.47 -6.92
O -0.72 8.82 -6.29
O 1.51 8.59 -6.52
H 3.29 8.36 -7.58
H 2.52 6.86 -7.02
H 1.63 8.68 -9.33
H 1.59 6.91 -9.27
C -4.33 -4.57 -5.05
C -3.91 -4.50 -6.51
O -4.07 -3.11 -6.80
C -4.00 -2.41 -5.64
O -3.92 -1.23 -5.56
O -4.01 -3.26 -4.58
H -3.79 -5.32 -4.48
H -5.40 -4.73 -4.93
H -2.86 -4.77 -6.65
H -4.53 -5.10 -7.17
```

Atom charges from the Mulliken analysis, given in e for atoms 1 to 8: -1.12, -0.05, -0.03, -1.63, 1.08, -1.30, 1.50, -0.34


(2)
3 unconnected molecules or ions with the total composition C6H11N, computed with ωB97M-V/def2-TZVPD.

Kohn-Sham gap (spin up / spin down)   0.262 / 0.265 Ha
Multiplicity   1
M   97.2 g/mol
ΔE to the lowest compared entry with this formula, charge and spin   160.5 kcal/mol
E   -7883.5702 eV
HOMO energy (spin up / spin down)   -6.50 / -6.38 eV

Structure (XYZ):
```
18
C6H11N | OMol25 | ωB97M-V/def2-TZVPD
C 1.88 0.19 -1.20
C 0.15 0.70 2.20
C -1.90 -0.20 -1.27
C 0.97 -0.72 -0.44
C -0.63 0.44 0.99
C -1.12 0.09 -0.08
N 1.24 -1.93 -0.22
H 0.53 -2.41 0.32
H -2.18 1.02 1.07
H 2.71 -0.37 -1.67
H 1.33 0.72 -1.99
H 2.29 0.96 -0.54
H -0.54 0.99 3.00
H 0.70 -0.19 2.51
H 0.85 1.52 2.04
H -1.53 0.39 -2.12
H -2.94 0.06 -1.09
H -1.83 -1.26 -1.52
```

Atom charges from the natural (NBO) analysis, given in e for atoms 1 to 8: -0.72, -0.69, -0.69, 0.23, 0.05, 0.13, -0.69, 0.34


(3)
4 unconnected molecules or ions with the total composition H8O4, computed with ωB97M-V/def2-TZVPD.

Kohn-Sham gap   0.435 Ha
Multiplicity   1
M   72.1 g/mol
ΔE to the lowest compared entry with this formula, charge and spin   25.7 kcal/mol
E   -8319.5634 eV
HOMO energy   -11.30 eV

Structure (XYZ):
```
12
H8O4 | OMol25 | ωB97M-V/def2-TZVPD
O -1.11 -1.56 -3.96
H -0.92 -2.44 -3.66
H -1.06 -1.01 -3.18
O -0.26 2.45 3.74
H 0.21 2.25 4.55
H -0.86 3.15 3.99
O 3.23 -0.99 -1.49
H 3.01 -0.38 -0.79
H 2.86 -1.83 -1.20
O -1.54 0.14 0.31
H -1.25 0.58 1.11
H -2.30 -0.37 0.57
```

Atom charges from the natural (NBO) analysis, given in e for atoms 1 to 8: -0.94, 0.46, 0.47, -0.94, 0.47, 0.47, -0.93, 0.47


(4)
7 unconnected molecules or ions with the total composition C5H25NO6, computed with ωB97M-V/def2-TZVPD.

Kohn-Sham gap   0.334 Ha
Multiplicity   1
M   195.3 g/mol
ΔE to the lowest compared entry with this formula, charge and spin   63.9 kcal/mol
E   -19363.6098 eV
HOMO energy   -8.53 eV

Structure (XYZ):
```
37
C5H25NO6 | OMol25 | ωB97M-V/def2-TZVPD
C -1.72 -0.70 0.57
C -0.30 -1.07 0.94
N 0.20 0.17 1.58
C 0.50 0.09 3.08
C -0.26 1.21 3.79
C 1.23 0.90 0.82
H -2.27 -0.67 1.54
H -1.84 0.30 0.03
H -2.26 -1.23 -0.23
H 0.17 -1.27 -0.03
H -0.20 -1.91 1.55
H 1.62 0.01 3.20
H 0.04 -0.85 3.50
H 0.20 1.35 4.76
H -1.39 1.02 3.73
H 0.03 2.19 3.26
H 2.21 0.45 1.10
H 1.33 2.00 1.07
H 0.95 0.77 -0.28
H 1.85 -1.03 -2.91
H 2.74 0.19 -2.47
O 2.03 -0.07 -3.08
H -1.00 -1.93 -1.85
H -0.84 -3.54 -1.84
O -0.51 -2.76 -1.63
H -0.85 3.17 -2.32
H -0.81 2.74 -0.78
O -0.65 2.50 -1.66
H 1.55 -2.57 -0.95
H 1.44 -2.97 -2.23
O 1.98 -3.23 -1.48
H -0.76 0.25 -2.88
H -0.64 0.43 -1.39
O -1.07 -0.15 -2.07
H -1.77 3.23 1.63
H -1.23 1.96 0.99
O -1.33 2.97 0.86
```

Atom charges from the natural (NBO) analysis, given in e for atoms 1 to 8: -0.61, -0.24, -0.50, -0.22, -0.62, -0.42, 0.20, 0.20


(5)
A molecular structure, C20H31KN14OS2, computed with ωB97M-V/def2-TZVPD.

Kohn-Sham gap   0.231 Ha
Multiplicity   1
M   586.8 g/mol
ΔE to the lowest compared entry with this formula, charge and spin   46.2 kcal/mol
E   -82146.7250 eV
HOMO energy   -5.88 eV

Structure (XYZ):
```
69
C20H31KN14OS2 | OMol25 | ωB97M-V/def2-TZVPD
K -0.18 -0.78 0.18
C -2.29 -4.55 0.33
C -1.83 -3.25 -0.30
N -0.66 -3.17 -0.88
N 0.03 -4.37 -1.03
C 1.35 -4.46 -0.85
N 1.91 -5.65 -1.25
S 2.29 -3.27 -0.12
C -2.69 -2.10 -0.25
C -3.69 -1.93 0.87
C -4.64 -0.82 0.57
C -4.31 0.13 -0.32
C -3.12 0.01 -1.11
N -2.41 -1.07 -1.10
H -1.46 -5.04 0.84
H -2.66 -5.23 -0.44
H -3.09 -4.40 1.04
H -0.46 -5.15 -1.43
H 1.49 -6.13 -2.03
H 2.91 -5.64 -1.24
H -4.25 -2.84 1.06
H -5.56 -0.78 1.12
H -4.98 0.97 -0.49
H -2.86 0.78 -1.84
C 3.84 2.65 3.07
N 3.11 2.33 1.85
C 2.85 3.44 0.96
C 2.27 1.24 1.77
N 1.18 1.17 1.12
N 2.79 0.12 2.43
C 2.19 -1.10 2.71
N 3.16 -2.06 3.06
N 0.94 -1.31 2.71
H 3.56 3.64 3.43
H 4.93 2.66 2.90
H 3.61 1.94 3.86
H 3.77 4.03 0.85
H 2.06 4.10 1.33
H 2.56 3.07 -0.02
H 0.84 2.05 0.74
H 3.80 0.12 2.52
H 4.01 -1.99 2.51
H 2.79 -3.00 3.00
H 0.75 -2.28 2.96
O -1.89 0.51 1.78
S -2.20 -0.55 2.73
N -3.05 -1.70 2.26
N -4.35 3.79 -2.11
C -3.13 3.58 -1.49
C -1.95 3.52 -2.24
C -0.75 3.33 -1.57
N -0.64 3.21 -0.25
C -1.77 3.28 0.45
C -3.02 3.46 -0.11
H -4.41 3.55 -3.08
H -5.17 3.53 -1.58
H -1.97 3.60 -3.32
H 0.17 3.24 -2.13
H -1.68 3.15 1.52
H -3.90 3.49 0.52
N 1.99 1.23 -3.36
C 3.17 0.82 -3.86
C 3.75 0.05 -2.88
C 2.82 0.06 -1.82
N 1.75 0.78 -2.12
H 1.28 1.78 -3.82
H 3.50 1.09 -4.85
H 4.70 -0.45 -2.92
H 2.88 -0.44 -0.87
```

Atom charges from the natural (NBO) analysis, given in e for atoms 1 to 8: 0.87, -0.68, 0.26, -0.38, -0.43, 0.30, -0.81, -0.37


(6)
11 unconnected molecules or ions with the total composition C37H39BCl30FN7O4S, computed with ωB97M-V/def2-TZVPD.

Kohn-Sham gap   0.293 Ha
Multiplicity   1
M   1771.2 g/mol
ΔE to the lowest compared entry with this formula, charge and spin   0.0 kcal/mol
E   -447524.5257 eV
HOMO energy   -8.67 eV

Structure (XYZ):
```
120
C37H39BCl30FN7O4S | OMol25 | ωB97M-V/def2-TZVPD
C 0.84 4.35 3.37
C -0.17 3.69 2.49
C -0.36 4.33 1.14
N -0.79 2.65 2.90
C -1.06 1.66 1.93
C -2.40 1.44 1.45
C -3.44 2.35 2.05
O -3.57 2.39 3.24
N -4.25 3.19 1.24
C -3.66 3.77 0.11
O -3.40 4.92 0.02
F -3.43 2.95 -0.90
C -2.68 0.46 0.52
B -4.16 0.24 0.01
O -4.40 -0.16 -1.29
N -5.29 0.50 0.91
C -6.43 1.01 0.16
C -5.65 -0.71 1.65
C -1.62 -0.33 0.03
N -1.91 -1.31 -0.88
C -0.90 -1.99 -1.34
C 0.42 -1.76 -0.94
C 1.59 -2.52 -1.53
C 2.44 -1.47 -2.22
C 1.92 -0.65 -3.23
C 2.66 0.36 -3.81
C 3.98 0.58 -3.46
C 4.52 -0.23 -2.49
C 3.77 -1.22 -1.87
C 4.43 -2.02 -0.78
N 0.75 -0.86 -0.03
C -0.30 -0.14 0.46
C -0.05 0.87 1.45
C 1.36 1.08 1.99
C 1.44 0.62 3.48
S 1.66 -1.17 3.66
C 3.38 -1.39 3.53
N 4.11 -2.13 4.29
N 5.39 -2.03 3.81
C 5.37 -1.22 2.81
O 4.11 -0.76 2.58
H 0.63 5.41 3.50
H 1.80 4.18 2.89
H 0.85 3.88 4.35
H -1.11 5.11 1.24
H 0.58 4.82 0.87
H -0.58 3.63 0.35
H -4.53 3.97 1.84
H -4.70 -1.07 -1.30
H -6.96 0.20 -0.35
H -6.13 1.71 -0.62
H -7.13 1.55 0.79
H -6.24 -0.42 2.52
H -4.78 -1.23 2.04
H -6.28 -1.39 1.07
H -1.17 -2.76 -2.06
H 1.25 -3.22 -2.30
H 2.15 -3.04 -0.76
H 0.89 -0.78 -3.54
H 2.20 1.00 -4.55
H 4.53 1.38 -3.92
H 5.55 -0.08 -2.20
H 4.73 -3.02 -1.11
H 5.27 -1.49 -0.36
H 3.72 -2.14 0.03
H 2.10 0.56 1.41
H 1.63 2.13 1.99
H 0.53 0.92 4.00
H 2.28 1.14 3.93
H 6.20 -0.92 2.22
C -4.05 0.41 5.88
Cl -2.79 0.34 7.11
Cl -4.26 -1.16 5.10
Cl -5.57 0.96 6.58
H -3.74 1.12 5.13
C 3.88 2.50 7.03
Cl 5.40 3.01 7.76
Cl 3.35 3.64 5.80
Cl 4.00 0.89 6.32
H 3.13 2.46 7.81
C -2.36 -4.82 -4.88
Cl -3.88 -3.99 -5.16
Cl -1.50 -4.27 -3.43
Cl -2.60 -6.56 -4.79
H -1.73 -4.61 -5.74
C 4.10 5.28 0.08
Cl 3.95 3.74 0.93
Cl 5.11 5.10 -1.35
Cl 2.51 5.92 -0.35
H 4.57 5.99 0.74
C -8.49 4.35 -1.30
Cl -7.22 4.58 -0.09
Cl -8.39 2.74 -2.03
Cl -10.08 4.61 -0.58
H -8.34 5.08 -2.08
C -3.09 -4.77 4.16
Cl -2.84 -6.35 4.91
Cl -1.57 -4.07 3.61
Cl -4.25 -4.86 2.84
H -3.50 -4.10 4.91
C 7.52 0.17 -5.96
Cl 5.92 -0.12 -5.27
Cl 8.28 -1.34 -6.47
Cl 7.42 1.30 -7.32
H 8.14 0.62 -5.20
C 2.84 -4.15 -5.68
Cl 1.40 -5.17 -5.86
Cl 3.37 -3.54 -7.25
Cl 2.54 -2.80 -4.55
H 3.63 -4.77 -5.27
C -2.56 -0.22 -4.92
Cl -1.49 1.16 -5.20
Cl -4.18 0.12 -5.53
Cl -1.93 -1.67 -5.71
H -2.61 -0.39 -3.86
C 4.08 -6.46 -1.86
Cl 5.69 -6.05 -2.45
Cl 3.85 -5.89 -0.21
Cl 2.85 -5.80 -2.94
H 3.98 -7.54 -1.86
```

Atom charges from the Mulliken analysis, given in e for atoms 1 to 8: -1.12, 0.88, -0.50, -0.47, -0.58, 0.94, -0.52, -0.69


Question: Number 4 is which compound?
Answer: C5H25NO6


Question: Number 1 is which compound?
Answer: C30H45N2O21S3


Question: M of number 5 (C20H31KN14OS2)?
Answer: 586.8 g/mol